Entry 1:
Below is a molecular structure, C35H30Br15F5 in a non-equilibrium geometry, with properties calculated with ωB97M-V with the def2-TZVPD basis set.

Last column: Mulliken charge in e.
Element x y z (Å)
C (1.89273, 4.36046, -3.42385)  -0.287
Br (2.79033, 2.67412, -3.43263)  -0.009
Br (2.19808, 5.37874, -1.87877)  -0.044
Br (0.00711, 4.28995, -3.91420)  -0.039
H (2.39232, 4.94608, -4.16411)  0.345
C (4.82422, -2.63210, 2.11114)  0.108
Br (5.73979, -1.17663, 1.20325)  -0.054
Br (5.97518, -3.29023, 3.46086)  -0.037
Br (4.07727, -3.89994, 0.94559)  0.006
H (4.05319, -2.19109, 2.66616)  -0.056
C (-5.27342, -0.84424, -1.08908)  -0.279
Br (-3.83617, -0.71297, 0.19048)  -0.023
Br (-5.59292, -2.65318, -1.49864)  -0.026
Br (-5.09845, 0.15841, -2.66953)  -0.006
H (-6.09148, -0.43401, -0.50571)  0.326
C (-1.23508, -0.64483, -5.39669)  -0.245
Br (-0.82077, 0.15200, -3.75091)  0.172
Br (-2.28888, -2.25869, -5.24303)  -0.057
Br (0.30257, -0.77306, -6.43379)  -0.027
H (-1.87628, 0.09447, -5.83485)  0.339
C (-1.45206, -0.45782, 6.47245)  -0.356
Br (-1.09991, -1.17012, 4.73900)  0.065
Br (-2.97351, -1.19963, 7.32774)  -0.028
Br (-1.34385, 1.44117, 6.51841)  0.028
H (-0.63332, -0.76599, 7.12025)  0.320
F (-0.97706, -3.41994, 0.76333)  -0.200
C (-1.16168, -4.48064, -0.07065)  0.625
C (-2.43797, -4.93654, -0.33631)  -0.752
C (-2.54103, -6.09926, -1.07754)  -0.453
C (-1.45831, -6.76553, -1.53956)  -0.576
C (-0.19376, -6.40901, -1.16410)  -0.684
C (-0.06342, -5.18551, -0.41780)  -0.239
H (-3.30811, -4.44679, 0.02799)  0.579
H (-3.50283, -6.47979, -1.41803)  0.321
H (-1.64563, -7.65913, -2.12153)  0.402
H (0.60814, -7.06096, -1.33447)  0.485
H (0.91270, -4.78400, -0.14793)  0.473
F (4.87715, -0.80098, -2.66707)  -0.322
C (3.86557, -1.69287, -2.91857)  0.281
C (3.88653, -2.42424, -4.10190)  -0.861
C (2.71791, -3.20286, -4.40739)  -0.379
C (1.65120, -3.35435, -3.53711)  -0.757
C (1.74095, -2.66233, -2.36235)  -0.067
C (2.86368, -1.85140, -1.97578)  -0.136
H (4.75838, -2.40701, -4.74599)  0.447
H (2.68032, -3.80817, -5.28251)  0.431
H (0.80104, -3.95954, -3.82948)  0.566
H (0.90257, -2.68141, -1.62265)  0.328
H (2.95400, -1.34345, -1.02296)  0.526
F (1.98459, 3.51584, 6.00953)  -0.349
C (1.07428, 3.59503, 5.02262)  0.389
C (1.13175, 2.69246, 3.96931)  -0.338
C (0.09659, 2.69368, 3.04207)  0.464
C (-0.98570, 3.58021, 3.26600)  -0.943
C (-0.95168, 4.50558, 4.26468)  -0.332
C (0.06169, 4.51573, 5.19397)  -0.679
H (1.97868, 1.99138, 3.94073)  0.379
H (-0.00440, 1.99075, 2.21009)  0.185
H (-1.85324, 3.59520, 2.62818)  0.381
H (-1.77127, 5.20574, 4.36676)  0.376
H (0.04098, 5.16017, 6.05140)  0.448
F (-5.10574, 5.05129, 0.16337)  -0.358
C (-3.77660, 4.68095, -0.08728)  0.603
C (-3.35481, 3.40593, 0.02899)  -0.862
C (-1.98145, 3.15549, -0.15811)  0.154
C (-1.12095, 4.17460, -0.54720)  0.226
C (-1.62296, 5.48574, -0.75314)  -0.612
C (-2.96373, 5.75058, -0.40031)  -0.687
H (-4.02922, 2.61451, 0.31459)  0.456
H (-1.70472, 2.10007, -0.03741)  0.076
H (-0.07823, 3.96548, -0.68443)  0.244
H (-0.99292, 6.35536, -1.01029)  0.311
H (-3.43665, 6.72201, -0.48046)  0.455
F (2.61210, -0.43406, 2.94250)  -0.630
C (2.04557, -0.11373, 1.73448)  -0.626
C (2.56166, 0.87583, 0.97745)  -0.088
C (1.90180, 1.29292, -0.17143)  -0.558
C (0.75307, 0.67658, -0.55025)  0.095
C (0.24032, -0.40586, 0.18067)  -0.198
C (0.91249, -0.77548, 1.33871)  -0.128
H (3.43786, 1.39485, 1.36190)  0.469
H (2.27792, 2.12527, -0.72085)  0.126
H (0.19060, 0.95742, -1.43344)  -0.033
H (-0.64338, -0.97649, -0.13427)  0.628
H (0.50869, -1.59626, 1.95161)  0.780

Forces on atoms 1 to 6 (eV/Å):
C -0.2486 0.0634 -0.8315
Br -0.1710 -0.2815 0.0248
Br 0.0388 0.3311 1.1752
Br 0.5213 -0.1886 0.1022
H -0.0695 0.0414 -0.6829
C 0.9503 0.7310 -0.1342

Computed properties:
highest occupied orbital energy: -9.02 eV
net charge: 0



Entry 2:
Below is a molecular structure, C4H8BF4OSn in a non-equilibrium geometry, with properties calculated with ωB97M-V with the def2-TZVPD basis set.

Last column: natural (NBO) charge in e.
Element x y z (Å)
Sn (1.84171, -2.11398, 1.42352)  1.832
B (1.87343, 0.49356, 3.36337)  1.278
F (2.11390, 1.51879, 4.28737)  -0.512
F (2.86636, 0.49035, 2.42715)  -0.534
F (1.90042, -0.69067, 4.01298)  -0.525
F (0.66078, 0.68355, 2.79766)  -0.546
C (-1.02584, -0.02607, -2.43893)  -0.464
C (-1.80833, 0.50261, -1.25816)  -0.438
C (-0.82804, 0.32649, -0.10426)  -0.121
O (-0.02761, -0.79407, -0.47733)  -0.184
C (0.05217, -0.89469, -1.90556)  -0.138
H (-0.56021, 0.80328, -2.97135)  0.268
H (-1.75778, -0.57270, -3.03355)  0.285
H (-2.72943, -0.06451, -1.12385)  0.263
H (-2.18656, 1.51544, -1.39678)  0.297
H (-1.25782, 0.13128, 0.87822)  0.297
H (-0.13355, 1.15588, 0.02955)  0.336
H (-0.01981, -1.92144, -2.26431)  0.297
H (1.02621, -0.54308, -2.24575)  0.309

Forces on atoms 1 to 6 (eV/Å):
Sn 0.5780 2.0556 2.2991
B 0.5886 4.2188 3.4786
F -0.0671 -0.7216 -0.7567
F 1.2358 -1.4062 -2.8536
F -0.1341 -3.8510 -0.0557
F -2.0862 -0.6628 -2.1068

Computed properties:
highest occupied orbital energy (alpha / beta): -17.96 / -17.96 eV
net charge: +2
multiplicity: 2



Entry 3:
Below is 2 unconnected molecules or ions with the total composition C37H34BF3O2S in a non-equilibrium geometry, with properties calculated with ωB97M-V with the def2-TZVPD basis set.

Last column: Mulliken charge in e.
Element x y z (Å)
C (-1.87112, -2.27485, -3.75387)  -1.373
C (-1.78639, -2.18000, -2.28542)  0.509
C (-0.69607, -2.55530, -1.51544)  -0.877
C (-0.88643, -2.33310, -0.12712)  -0.382
C (-2.15045, -1.84740, 0.17439)  0.644
B (1.89461, 0.74701, -1.20887)  1.378
C (-2.83035, -1.94228, 1.44129)  1.142
C (-2.12751, -2.28474, 2.61434)  -0.603
C (-2.72722, -2.11537, 3.84987)  -0.646
C (-4.02945, -1.63521, 3.91116)  0.400
C (-4.60103, -1.25880, 5.24595)  0.782
F (-5.30936, -0.08823, 5.16906)  -0.270
F (-5.45572, -2.21017, 5.74008)  -0.268
F (-3.62482, -1.07005, 6.18729)  -0.277
C (-4.80643, -1.47414, 2.76498)  -1.016
C (-4.20677, -1.65522, 1.53404)  -0.833
O (3.10700, 0.13666, -0.95961)  -0.612
C (3.38053, -0.65632, -2.13946)  1.030
C (4.88155, -0.66468, -2.32958)  -1.998
C (2.90697, -2.07238, -1.83109)  -1.273
C (2.52513, 0.07697, -3.27035)  2.094
C (3.33069, 1.12500, -4.03242)  -2.093
C (1.80513, -0.82645, -4.25331)  -1.558
O (1.50649, 0.79781, -2.52313)  -0.552
S (-3.08466, -1.63269, -1.29911)  -0.378
H (-1.47703, -3.24302, -4.08050)  0.357
H (-2.90513, -2.16990, -4.08772)  0.426
H (-1.26892, -1.48330, -4.21438)  0.223
H (0.17603, -3.01840, -1.96797)  0.872
H (-0.13779, -2.53947, 0.63163)  0.402
H (-1.09591, -2.63508, 2.55313)  0.266
H (-2.17707, -2.32547, 4.76500)  0.418
H (-5.85731, -1.19823, 2.83881)  0.413
H (-4.79771, -1.52172, 0.62644)  0.363
H (5.14253, -1.25803, -3.21309)  0.369
H (5.27845, 0.34965, -2.44145)  0.368
H (5.35311, -1.13254, -1.45692)  0.445
H (3.07413, -2.72940, -2.69331)  0.419
H (3.48752, -2.47190, -0.98901)  0.466
H (1.84602, -2.09123, -1.55051)  -0.429
H (4.06951, 0.64859, -4.68845)  0.369
H (2.64709, 1.70395, -4.66600)  0.531
H (3.84542, 1.81347, -3.34803)  0.325
H (2.51023, -1.50766, -4.74733)  0.347
H (1.01685, -1.41210, -3.76101)  -0.005
H (1.33896, -0.21411, -5.03632)  0.461
C (0.70712, 0.89895, -0.07702)  0.916
C (1.15395, 2.48010, 0.13022)  0.776
C (2.51673, 2.82147, 0.19520)  -0.580
C (2.93216, 4.13129, 0.45527)  -1.069
C (1.98592, 5.13827, 0.67469)  -0.595
C (0.62737, 4.81383, 0.64449)  -0.918
C (0.22799, 3.49590, 0.38248)  -0.421
C (-0.79169, 0.95383, -0.19656)  0.015
C (-1.32902, 0.84913, 1.10821)  0.202
C (-2.63951, 1.20762, 1.39106)  -0.102
C (-3.46288, 1.56357, 0.32523)  -0.857
C (-2.95510, 1.61413, -0.97612)  -1.271
C (-1.60600, 1.32946, -1.24555)  0.182
C (-0.26181, 0.42138, 2.02299)  0.346
C (0.93373, 0.30623, 1.28438)  0.093
C (2.10327, -0.08401, 1.91483)  -0.347
C (2.06611, -0.37127, 3.28715)  -1.051
C (0.88257, -0.21555, 4.02364)  -1.015
C (-0.29066, 0.21010, 3.39681)  -0.177
H (3.29103, 2.06474, 0.08002)  0.342
H (3.99953, 4.35562, 0.47861)  0.422
H (2.30800, 6.15986, 0.87865)  0.369
H (-0.13691, 5.57244, 0.82406)  0.440
H (-0.83760, 3.27738, 0.38157)  0.151
H (-2.98873, 1.18217, 2.42488)  0.525
H (-4.51219, 1.79282, 0.50731)  0.427
H (-3.61306, 1.88727, -1.80319)  0.354
H (-1.18161, 1.37609, -2.24962)  0.505
H (3.02010, -0.17125, 1.33480)  0.522
H (2.97869, -0.69498, 3.78891)  0.438
H (0.87627, -0.42428, 5.09371)  0.413
H (-1.21704, 0.38753, 3.94217)  0.593

Forces on atoms 1 to 6 (eV/Å):
C -0.0934 0.1640 -0.5131
C 0.6534 -0.4345 1.3669
C -0.7197 0.4878 -0.3029
C -0.6147 0.1591 -0.1663
C 0.3098 -1.4523 -1.4366
B -2.8420 -1.9242 0.5420

Computed properties:
highest occupied orbital energy: -7.76 eV
net charge: 0
SMILES: CC1(C)OB(C2(c3ccccc3)c3ccccc3-c3ccccc32)OC1(C)C.Cc1ccc(-c2ccc(C(F)(F)F)cc2)s1
energy relative to the best compared isomer or geometry (same formula, charge and spin): 0.0 kJ/mol



What is the formula in the third record? C37H34BF3O2S